<1>
Density functional theory data (ωB97M-V/def2-TZVPD) for an isolated molecule of C4H12NO.

The geometry in XYZ format:
```
18
Properties=species:S:1:pos:R:3
C -1.51 -0.83 -0.54
O -1.37 -2.27 -0.35
C -0.12 -0.22 -0.42
C -0.07 1.26 0.04
C 1.30 1.84 0.29
N 0.75 -1.15 0.60
H -1.85 -0.41 -1.62
H -2.15 -0.52 0.33
H -2.19 -2.77 -0.55
H 0.37 -0.30 -1.45
H -0.47 1.89 -0.74
H -0.54 1.44 0.94
H 1.71 1.69 1.36
H 1.93 1.41 -0.50
H 1.39 2.89 0.17
H 1.36 -0.58 1.16
H 1.32 -1.71 0.07
H 0.14 -1.64 1.19
```

Results
⟨S²⟩: 0.751
Spin multiplicity: 2
Orbital gap (spin up / spin down), eV: 3.998 / 11.698

These are the natural (NBO) partial charges, in e, on atoms 1 to 8:
1. C -0.1285
2. O -0.7804
3. C -0.1550
4. C -0.4450
5. C -0.6393
6. N -1.0599
7. H 0.1845
8. H 0.1868

---

<2>
Density functional theory data (ωB97M-V/def2-TZVPD) for a cluster of 3 separate species, C4H12NO in total.

The geometry in XYZ format:
```
18
Properties=species:S:1:pos:R:3
C 2.72 0.98 -0.01
C 1.46 0.65 -0.73
C 0.57 -0.31 -0.30
C -0.24 -1.12 -1.09
N -2.16 -1.04 1.86
H 2.38 1.31 0.99
H 3.29 1.74 -0.53
H 1.19 1.16 -1.66
H 3.42 0.17 0.20
H 0.67 -0.52 0.77
H -0.54 -2.10 -0.73
H -0.11 -0.89 -2.14
H -2.63 -0.81 2.73
H -2.73 -0.68 1.11
H -2.00 -2.03 1.73
H -1.31 0.53 -0.60
H -1.98 1.78 -1.16
O -2.00 1.18 -0.43
```

Results
⟨S²⟩: 0.786
Spin multiplicity: 2
Orbital gap (spin up / spin down), eV: 8.611 / 9.408

These are the natural (NBO) partial charges, in e, on atoms 1 to 8:
1. C -0.6682
2. C -0.1083
3. C -0.2592
4. C -0.4236
5. N -1.0916
6. H 0.2284
7. H 0.2223
8. H 0.1827

---

Stability check: which of them is least stable? <1>.

---

<1>
Density functional theory data (ωB97M-V/def2-TZVPD) for a cluster of 2 separate species, C3H12N2O in total.

The geometry in XYZ format:
```
18
Properties=species:S:1:pos:R:3
N -0.32 -2.21 -0.62
C -0.15 -0.86 -1.12
C -1.38 -0.36 -1.93
C 0.20 0.12 0.00
N 1.25 1.10 -0.36
H -1.11 -2.31 -0.02
H -0.24 -2.92 -1.32
H 0.73 -0.83 -1.76
H -1.03 0.17 -2.83
H -1.89 -1.23 -2.35
H -2.13 0.31 -1.52
H 0.69 -0.44 0.79
H -0.60 0.70 0.45
H 1.00 1.88 -0.93
H 2.14 0.64 -0.51
H 0.73 1.34 4.52
H 0.83 2.76 5.05
O 1.26 2.14 4.45
```

Results
SMILES: C[C@H](N)CN.O
Spin multiplicity: 1
Orbital gap, eV: 9.490

These are the natural (NBO) partial charges, in e, on atoms 1 to 8:
1. N -0.8516
2. C -0.0740
3. C -0.6467
4. C -0.2224
5. N -0.8642
6. H 0.3589
7. H 0.3663
8. H 0.1923

---

<2>
Density functional theory data (ωB97M-V/def2-TZVPD) for a cluster of 2 separate species, C3H12N2O in total.

The geometry in XYZ format:
```
18
Properties=species:S:1:pos:R:3
N 1.30 -0.97 0.72
C 0.46 0.20 0.31
C 1.34 1.40 0.05
C -0.64 0.45 1.35
N -1.72 -0.64 1.10
H 2.18 -0.83 0.31
H 0.91 -1.88 0.53
H -0.21 0.09 -0.60
H 0.78 2.22 -0.27
H 1.98 1.38 -0.98
H 2.02 1.39 0.92
H -0.19 0.52 2.39
H -1.06 1.43 1.01
H -2.39 -0.91 1.77
H -2.26 -0.01 0.39
H -0.89 -1.05 -2.16
H -0.51 -1.34 -3.81
O -1.09 -1.44 -3.01
```

Results
SMILES: C[C@@H](N)CN.O
Spin multiplicity: 1
Orbital gap, eV: 10.039

These are the natural (NBO) partial charges, in e, on atoms 1 to 8:
1. N -0.8510
2. C -0.0481
3. C -0.6340
4. C -0.2212
5. N -0.8591
6. H 0.3563
7. H 0.3806
8. H 0.1356

---

Stability check: which of them is least stable? <2>.

---

<1>
Density functional theory data (ωB97M-V/def2-TZVPD) for a cluster of 2 separate species, C3H12N2O in total.

The geometry in XYZ format:
```
18
Properties=species:S:1:pos:R:3
N -0.07 -2.40 1.16
C 0.65 -1.26 0.49
C -0.26 -0.39 -0.33
C 0.60 0.46 -1.40
N -0.34 1.15 -2.30
H -0.40 -3.08 0.34
H -0.87 -2.01 1.69
H 1.29 -1.78 -0.11
H 1.21 -0.62 1.18
H -0.90 -0.97 -0.92
H -0.81 0.25 0.31
H 1.25 -0.23 -1.97
H 1.16 1.14 -0.85
H -0.93 1.83 -1.75
H 0.20 1.90 -2.76
H -0.28 1.61 2.93
H -1.22 2.29 2.16
O -0.28 2.12 2.11
```

Results
SMILES: NCCCN.O
Spin multiplicity: 1
Orbital gap, eV: 9.634

These are the natural (NBO) partial charges, in e, on atoms 1 to 8:
1. N -0.8374
2. C -0.2166
3. C -0.4136
4. C -0.2047
5. N -0.8248
6. H 0.3550
7. H 0.3463
8. H 0.1805

---

<2>
Density functional theory data (ωB97M-V/def2-TZVPD) for a cluster of 2 separate species, C3H12N2O in total.

The geometry in XYZ format:
```
18
Properties=species:S:1:pos:R:3
C -0.19 1.97 3.03
O -0.36 0.99 2.00
C -1.10 1.66 4.22
H -0.62 2.89 2.62
H 0.86 2.01 3.33
H 0.38 1.04 1.39
H -1.96 1.01 4.11
H -1.42 2.64 4.58
H -0.53 1.27 5.07
N 1.72 -1.39 -3.68
C 0.63 -1.97 -2.93
N -0.71 -1.81 -3.39
H 1.76 -0.40 -3.68
H 2.13 -1.75 -4.52
H 0.71 -1.57 -1.91
H 0.93 -3.01 -2.77
H -1.06 -2.61 -3.87
H -1.17 -0.96 -3.58
```

Results
SMILES: CCO.NCN
Spin multiplicity: 1
Orbital gap, eV: 9.525

These are the natural (NBO) partial charges, in e, on atoms 1 to 8:
1. C -0.0662
2. O -0.7293
3. C -0.6339
4. H 0.1572
5. H 0.1695
6. H 0.4655
7. H 0.2295
8. H 0.2052

---

<3>
Density functional theory data (ωB97M-V/def2-TZVPD) for a cluster of 2 separate species, C3H12N2O in total.

The geometry in XYZ format:
```
18
Properties=species:S:1:pos:R:3
N 0.53 -0.57 0.38
C -0.65 0.07 -0.21
C -1.76 -1.01 -0.23
C -1.17 1.28 0.61
N -0.14 2.16 1.08
H 1.43 -0.17 0.13
H 0.49 -0.49 1.39
H -0.41 0.34 -1.25
H -2.69 -0.70 -0.70
H -1.39 -1.90 -0.73
H -1.96 -1.28 0.80
H -1.54 0.78 1.51
H -2.00 1.71 0.06
H 0.27 2.82 0.45
H -0.13 2.42 2.05
H 3.87 -1.67 -0.98
H 3.87 -1.91 -2.59
O 3.37 -1.87 -1.77
```

Results
SMILES: C[C@H](N)CN.O
Spin multiplicity: 1
Orbital gap, eV: 9.648

These are the natural (NBO) partial charges, in e, on atoms 1 to 8:
1. N -0.8380
2. C -0.0548
3. C -0.6106
4. C -0.2275
5. N -0.8726
6. H 0.3654
7. H 0.3442
8. H 0.1809

---

Stability check: which of them is least stable? <2>.

---

<1>
Density functional theory data (ωB97M-V/def2-TZVPD) for a cluster of 2 separate species, C3H12N2O in total.

The geometry in XYZ format:
```
18
Properties=species:S:1:pos:R:3
C 0.70 1.10 1.48
N 0.46 0.95 0.05
O 1.65 1.00 -0.62
H 1.56 1.78 -1.23
H -2.69 -0.06 1.50
H 1.41 0.34 1.87
H 1.14 2.11 1.68
H -0.26 1.04 2.04
C -0.97 -0.14 -1.46
C 0.68 -1.45 -0.27
N -0.21 -0.28 -0.21
H -2.67 -0.75 1.38
H -1.67 0.72 -1.38
H -1.57 -1.05 -1.65
H -0.29 0.04 -2.32
H 0.08 -2.38 -0.40
H 1.25 -1.57 0.68
H 1.40 -1.39 -1.12
```

Results
SMILES: CN(C)N(C)O.[H][H]
Spin multiplicity: 1
Orbital gap, eV: 9.934

These are the natural (NBO) partial charges, in e, on atoms 1 to 8:
1. C -0.4296
2. N -0.0445
3. O -0.5982
4. H 0.4751
5. H -0.0043
6. H 0.1752
7. H 0.2031
8. H 0.2164

---

<2>
Density functional theory data (ωB97M-V/def2-TZVPD) for a cluster of 2 separate species, C3H12N2O in total.

The geometry in XYZ format:
```
18
Properties=species:S:1:pos:R:3
C 0.48 1.87 -1.66
C 0.82 0.59 -0.96
N 0.56 0.51 0.50
C -0.82 0.40 0.95
N -1.54 -0.69 0.36
H 0.11 1.71 -2.63
H 1.45 2.39 -1.88
H -0.14 2.52 -1.03
H 0.18 -0.22 -1.37
H 1.87 0.24 -1.14
H 1.09 1.31 0.82
H -1.49 1.27 0.83
H -0.67 0.26 2.05
H -1.70 -0.49 -0.62
H -0.95 -1.50 0.47
H -0.06 -3.39 2.47
H 0.38 -3.00 1.11
O 0.42 -3.76 1.71
```

Results
SMILES: CCNCN.O
Spin multiplicity: 1
Orbital gap, eV: 9.966

These are the natural (NBO) partial charges, in e, on atoms 1 to 8:
1. C -0.6485
2. C -0.2330
3. N -0.6528
4. C -0.0569
5. N -0.8125
6. H 0.2162
7. H 0.2085
8. H 0.2131

---

Stability check: which of them is least stable? <1>.

---

<1>
Density functional theory data (ωB97M-V/def2-TZVPD) for a structure of composition C4H7NOS2.

The geometry in XYZ format:
```
15
Properties=species:S:1:pos:R:3
C 0.30 1.06 1.31
C -0.07 0.12 0.17
C 1.06 -0.05 -0.87
C -2.14 -0.24 -0.77
H 1.11 0.65 1.91
H -0.56 1.20 1.98
H 0.59 2.01 0.91
H 0.68 -0.63 -1.70
H 1.37 0.92 -1.22
H 2.06 -2.11 -0.09
H -2.93 0.11 -1.41
N -2.12 -1.39 -0.23
O -1.18 0.69 -0.54
S 2.56 -0.84 -0.21
S -0.73 -1.50 0.77
```

Results
Spin multiplicity: 1
Orbital gap, eV: 9.326

These are the natural (NBO) partial charges, in e, on atoms 1 to 8:
1. C -0.6472
2. C 0.1236
3. C -0.5529
4. C 0.3645
5. H 0.2374
6. H 0.2305
7. H 0.2181
8. H 0.2309

---

<2>
Density functional theory data (ωB97M-V/def2-TZVPD) for an isolated molecule of C4H7NOS2.

The geometry in XYZ format:
```
15
Properties=species:S:1:pos:R:3
C -0.39 2.03 0.95
C 0.10 0.61 1.19
C -0.47 -0.38 0.22
C 0.07 -0.37 -1.19
H -1.47 2.06 0.87
H -0.07 2.70 1.77
H 0.06 2.37 0.03
H -0.07 0.29 2.23
H 1.18 0.56 1.01
H 1.14 -1.45 -2.57
H 0.08 -3.64 -0.85
N 0.61 -1.54 -1.69
O -0.01 0.67 -1.81
S -1.87 -1.14 0.46
S 1.12 -2.77 -0.63
```

Results
SMILES: CCC(=S)C(=O)NS
Spin multiplicity: 1
Orbital gap, eV: 8.301

These are the natural (NBO) partial charges, in e, on atoms 1 to 8:
1. C -0.5922
2. C -0.4790
3. C -0.1346
4. C 0.6031
5. H 0.2157
6. H 0.2142
7. H 0.2296
8. H 0.2323

---

Stability check: which of them is least stable? <2>.

---

<1>
Density functional theory data (ωB97M-V/def2-TZVPD) for an isolated molecule of C4H7NOS2.

The geometry in XYZ format:
```
15
Properties=species:S:1:pos:R:3
C 0.68 0.78 -1.10
C 0.51 0.12 0.47
C -0.96 0.23 0.90
C -1.00 -2.24 0.44
H 1.33 3.09 -1.00
H 1.79 0.64 -1.34
H 0.39 0.16 -2.11
H 1.24 0.70 0.91
H -0.93 1.35 0.47
H -0.86 0.34 1.97
H -1.57 -3.10 0.28
N 0.31 -2.36 0.35
O 1.01 -1.23 0.66
S 0.25 2.50 -1.39
S -2.18 -0.99 0.49
```

Results
SMILES: SC[C@H]1CSC=NO1
Spin multiplicity: 1
Orbital gap, eV: 9.401

These are the natural (NBO) partial charges, in e, on atoms 1 to 8:
1. C -0.6472
2. C 0.1167
3. C -0.6595
4. C -0.1797
5. H 0.1132
6. H 0.2389
7. H 0.2551
8. H 0.2052

---

<2>
Density functional theory data (ωB97M-V/def2-TZVPD) for an isolated molecule of C4H7NOS2.

The geometry in XYZ format:
```
15
Properties=species:S:1:pos:R:3
C 0.44 -1.11 0.71
C 1.04 -0.43 -0.48
C 0.54 0.84 -1.09
C -0.62 1.53 -0.47
H -1.34 -1.68 -0.22
H -1.24 -2.08 1.37
H 0.59 -0.49 1.57
H 0.98 -2.00 0.87
H 1.41 -1.16 -1.22
H 0.61 0.99 -2.18
H -1.20 2.26 1.18
N -1.00 -1.34 0.71
O -0.54 1.58 0.86
S 2.19 0.97 -0.29
S -1.86 2.13 -1.32
```

Results
SMILES: NC[C@@H]1S[C@@H]1C(O)=S
Spin multiplicity: 1
Orbital gap, eV: 8.993

These are the natural (NBO) partial charges, in e, on atoms 1 to 8:
1. C -0.2497
2. C -0.2799
3. C -0.3955
4. C 0.2219
5. H 0.3525
6. H 0.3649
7. H 0.2110
8. H 0.1816

---

<3>
Density functional theory data (ωB97M-V/def2-TZVPD) for an isolated molecule of C4H7NOS2.

The geometry in XYZ format:
```
15
Properties=species:S:1:pos:R:3
C 2.28 -0.64 0.10
C 1.85 0.57 -0.80
C -0.49 1.06 0.32
C -2.81 -0.32 -0.10
N 1.48 -0.82 1.10
O 3.12 -1.38 -0.38
S 1.02 1.78 0.24
S -1.13 -0.13 -0.71
H 2.69 1.10 -1.42
H 1.14 0.24 -1.57
H -1.12 1.38 1.27
H -3.04 -1.45 -0.17
H -3.61 0.22 -0.61
H -2.97 0.03 1.03
H 1.59 -1.62 1.69
```

Results
Spin multiplicity: 1
Orbital gap (spin up / spin down), eV: 5.980 / 5.982

These are the natural (NBO) partial charges, in e, on atoms 1 to 8:
1. C 0.5797
2. C -0.6526
3. C -0.4650
4. C -0.7878
5. N -0.9580
6. O -0.6905
7. S 0.6081
8. S 0.4978

---

Stability check: which of them is least stable? <1>.